DFT (wB97M-V/def2-TZVPD) results for 2 unconnected molecules or ions with the total composition C2H6N2O3 in a non-equilibrium geometry.

## Properties
DFT total energy: -11287.97619 eV
Gap between HOMO and LUMO (spin up / spin down): 0.290 / 0.291 hartree
LUMO level (spin up / spin down): -1.262 / -1.261 eV
ΔE to the lowest compared entry with this formula, charge and spin: 709.3 kJ/mol

Each atom is followed by the atoms it is bonded to, with distances in Å.
Element x y z (Å)
1 O -0.1340 1.1900 -1.5880  C7 1.202
2 O 0.9786 0.1888 0.6677  C6 1.399
3 O -2.0675 -0.2083 -0.5470  N4 1.394, H8 0.984
4 N -1.4138 0.6396 0.3464  O3 1.394, N5 1.252, C7 1.642
5 N -1.0398 0.2062 1.4601  N4 1.252, H13 1.029
6 C 1.5153 -0.9586 0.0739  O2 1.399, H10 1.103, H11 1.099, H12 1.096
7 C -0.1494 1.3751 -0.4000  O1 1.202, N4 1.642, H9 1.089
8 H -1.5917 -0.0598 -1.3954  O3 0.984
9 H 0.1538 2.2516 0.1705  C7 1.089
10 H 1.5770 -0.8134 -1.0181  C6 1.103
11 H 0.8805 -1.8397 0.2409  C6 1.099
12 H 2.5256 -1.1714 0.4429  C6 1.096
13 H -1.2346 -0.8001 1.5460  N5 1.029

And the Mulliken charges, in e, turn out to be: -0.5581, -0.5252, -0.4132, 0.3886, -0.3108, -0.5677, 0.3030, 0.3720, 0.3256, 0.2489, 0.2208, 0.2387, 0.2774

=====

DFT (wB97M-V/def2-TZVPD) results for a gas-phase ion, C6H13NO (charge +1) in a non-equilibrium geometry.

## Properties
DFT total energy: -9960.56444 eV
Gap between HOMO and LUMO (spin up / spin down): 0.424 / 0.240 hartree
LUMO level (spin up / spin down): -3.812 / -8.778 eV
2S+1: 2
Net charge: +1
Expectation value of S²: 0.765
ΔE to the lowest compared entry with this formula, charge and spin: 173.1 kJ/mol

Each atom is followed by the atoms it is bonded to, with distances in Å.
Element x y z (Å)
1 O -0.3099 -2.1742 0.3999  C7 1.241
2 N 0.2203 -0.1068 0.9264  C4 1.454, C7 1.369, H16 1.014
3 C -0.4018 -1.7313 2.7703  C7 1.512, H9 1.081, H11 1.086, H20 1.099
4 C 0.5166 0.0456 -0.4890  N2 1.454, C5 1.528, H13 1.100, H19 1.110
5 C -0.0802 1.3323 -1.0584  C4 1.528, C6 1.524, C8 1.555, H10 1.086
6 C -0.8702 1.0418 -2.3284  C5 1.524, H14 1.097, H15 1.074, H18 1.090
7 C -0.1593 -1.3605 1.3248  O1 1.241, N2 1.369, C3 1.512
8 C 1.0111 2.4209 -1.2622  C5 1.555, H12 1.120, H17 1.100, H21 1.092
9 H -0.0326 -0.8580 3.2902  C3 1.081
10 H -0.6782 1.8351 -0.3036  C5 1.086
11 H 0.1249 -2.6774 2.8514  C3 1.086
12 H 0.8676 3.2808 -0.5589  C8 1.120
13 H 1.6023 -0.0282 -0.6481  C4 1.100
14 H -1.2664 0.0199 -2.2917  C6 1.097
15 H -0.5005 1.1333 -3.3329  C6 1.074
16 H 0.5453 0.5732 1.6054  N2 1.014
17 H 0.7447 2.8719 -2.2296  C8 1.100
18 H -1.8099 1.5891 -2.4080  C6 1.090
19 H 0.3435 -0.8623 -1.1040  C4 1.110
20 H -1.4506 -1.8061 3.0903  C3 1.099
21 H 2.0887 2.2708 -1.3554  C8 1.092

And the Mulliken charges, in e, turn out to be: -0.2710, -0.0889, -0.9104, -0.9962, 0.8467, -1.5576, 0.7371, -1.3678, 0.2902, 0.2599, 0.3245, 0.3156, 0.4421, 0.3760, 0.4019, 0.2922, 0.3607, 0.3817, 0.4798, 0.3317, 0.3517

=====

DFT (wB97M-V/def2-TZVPD) results for a single C5H7I molecule in a non-equilibrium geometry.

## Properties
DFT total energy: -13395.95897 eV
Gap between HOMO and LUMO: 0.357 hartree
LUMO level: 0.586 eV
SMILES: I[C@@H]1C[C@H]2C[C@H]21
ΔE to the lowest compared entry with this formula, charge and spin: 146.9 kJ/mol

Each atom is followed by the atoms it is bonded to, with distances in Å.
Element x y z (Å)
1 I 3.2487 -0.0474 0.0035  C5 2.148
2 C -1.2853 -0.7270 -0.4117  C3 1.483, C6 1.545, H9 1.129, H10 1.130
3 C -0.0336 -1.0264 0.3259  C2 1.483, C5 1.848, C6 1.448, H8 1.016
4 C 0.2706 1.1571 0.2341  C5 1.548, C6 1.494, H7 1.051, H13 1.090
5 C 1.1644 0.1206 -0.4896  I1 2.148, C3 1.848, C4 1.548, H12 1.157
6 C -0.7427 0.1731 0.7210  C2 1.545, C3 1.448, C4 1.494, H11 1.072
7 H 0.8388 1.5227 1.0389  C4 1.051
8 H 0.2240 -1.9336 0.7045  C3 1.016
9 H -1.1141 -0.5387 -1.5116  C2 1.129
10 H -2.2243 -1.3008 -0.1555  C2 1.130
11 H -1.4490 0.4397 1.4825  C6 1.072
12 H 1.2529 0.1517 -1.6432  C5 1.157
13 H -0.1505 2.0091 -0.2989  C4 1.090

And the Mulliken charges, in e, turn out to be: 0.0045, -0.5735, -0.2392, -0.5527, -0.6284, -0.2822, 0.3388, 0.4812, 0.1772, 0.2489, 0.4083, 0.3502, 0.2669